DFT (wB97M-V/def2-TZVPD) results for a molecular structure, C30H36BLaN11O2S at a distorted geometry.

For the LUMO energy (alpha / beta), the calculation gives -5.05 / -7.07 eV. As for the orbital gap (alpha / beta): 8.53 / 6.51 eV. As for the net charge: +2. Its energy relative to the best compared isomer or geometry (same formula, charge and spin) is 0.0 kcal per mole. For the HOMO energy (alpha / beta), the calculation gives -13.6 / -13.6 eV. As for the spin multiplicity: 2.

Atoms and positions in Å:
La  -0.0298  -0.0034  0.1421
C  3.5653  -1.3065  -1.4758
C  2.6181  -0.7798  -2.3418
C  1.3147  -1.4091  -2.0836
C  1.5071  -2.3299  -1.1015
C  2.9200  -2.2774  -0.7134
H  4.6140  -1.0512  -1.4341
H  2.8066  -0.0639  -3.1306
H  0.4641  -1.3400  -2.7470
H  0.8231  -3.0942  -0.7693
H  3.3768  -2.9339  0.0143
C  2.7729  -2.1254  3.1701
C  2.5267  -1.1989  2.1644
N  1.2110  -1.0333  1.9866
N  0.5933  -1.8352  2.8897
C  1.5142  -2.5069  3.5991
B  -0.9612  -1.8910  3.1130
N  -1.5129  -0.4340  3.2676
C  -2.2927  0.0577  4.2455
C  -2.5045  1.4031  4.0101
C  -1.8120  1.6559  2.8323
N  -1.2193  0.5472  2.3731
N  -1.6422  -2.5232  1.8649
C  -2.5933  -3.4637  1.7862
C  -2.7914  -3.7809  0.4543
C  -1.9015  -2.9668  -0.2332
N  -1.2176  -2.1866  0.6115
N  -1.1927  -2.6709  4.3866
C  -0.8221  -2.2818  5.6474
C  -0.9014  -3.3712  6.4616
C  -1.3209  -4.4160  5.6045
N  -1.4775  -4.0039  4.3600
H  3.7239  -2.4721  3.5404
H  3.2352  -0.6322  1.5766
H  1.2337  -3.2044  4.3753
H  -2.6628  -0.5749  5.0359
H  -3.0767  2.0944  4.6083
H  -1.7183  2.5914  2.3007
H  -3.0455  -3.8770  2.6722
H  -3.4639  -4.5221  0.0535
H  -1.7090  -2.9145  -1.2933
H  -0.5078  -1.2713  5.8634
H  -0.6928  -3.4224  7.5191
H  -1.5131  -5.4518  5.8480
C  -4.5352  -1.9925  -2.3370
N  -4.4267  -0.8829  -1.3905
C  -5.4269  -0.5019  -0.5057
C  -5.0127  0.6039  0.1211
N  -3.7414  0.8987  -0.3781
C  -3.3816  -0.0431  -1.3086
S  -1.9337  -0.1580  -2.1891
C  -3.1047  2.1611  -0.2192
C  -3.8884  3.2978  -0.0913
C  -3.2596  4.5229  0.0276
C  -1.8742  4.5704  -0.0208
C  -1.1888  3.3817  -0.1540
N  -1.7816  2.1811  -0.2287
H  -5.2807  -2.6898  -1.9679
H  -3.5777  -2.4888  -2.4278
H  -4.8323  -1.6227  -3.3157
H  -6.3428  -1.0597  -0.3983
H  -5.4842  1.1811  0.8986
H  -4.9670  3.2264  -0.1157
H  -3.8449  5.4283  0.1295
H  -1.3375  5.5079  0.0415
H  -0.1082  3.3718  -0.1871
C  1.0127  2.2018  -2.7531
O  1.3310  1.7787  -1.4163
C  2.5622  2.3188  -0.9166
C  2.3719  2.8172  0.4881
O  1.6951  1.8228  1.2539
C  1.7195  2.1339  2.6596
H  0.7574  3.2617  -2.7572
H  0.1557  1.6243  -3.0875
H  1.8576  2.0336  -3.4196
H  2.8889  3.1510  -1.5411
H  3.3231  1.5375  -0.9523
H  1.8009  3.7483  0.5116
H  3.3522  3.0185  0.9238
H  2.7507  2.2394  2.9975
H  1.2413  1.3150  3.1853
H  1.1770  3.0624  2.8473

Forces on atoms 1 to 3 (eV/Å):
-0.10 1.55 -0.64
-0.10 -0.08 0.08
-0.12 0.14 -0.13

=====

DFT (wB97M-V/def2-TZVPD) results for a molecular structure, C23H37O11Tl at a distorted geometry.

For the LUMO energy, the calculation gives -10.85 eV. As for the orbital gap: 4.18 eV. As for the net charge: +2. For the HOMO energy, the calculation gives -15.0 eV. As for the spin multiplicity: 1.

Atoms and positions in Å:
Tl  16.7611  -12.3969  -22.1734
C  14.5992  -10.9169  -24.9107
C  14.7055  -12.4002  -25.1202
C  14.0610  -12.8687  -26.4523
O  15.9232  -12.8666  -24.9068
H  14.9553  -10.4691  -25.8427
H  15.1368  -10.5241  -24.0518
H  13.5364  -10.6892  -24.8087
H  14.0940  -12.8480  -24.2697
H  14.3926  -13.8962  -26.6152
H  14.3409  -12.2554  -27.3036
H  12.9806  -12.9384  -26.3474
O  19.3490  -11.3107  -22.1675
C  20.5510  -11.1710  -22.2463
O  21.1629  -10.0223  -22.3603
C  22.5513  -10.1173  -22.0662
C  22.7378  -11.5435  -21.4701
C  21.5841  -12.3049  -22.1390
H  22.7755  -9.4461  -21.2429
H  23.2125  -10.0141  -22.9233
H  22.5571  -11.4204  -20.4010
H  23.7150  -11.9926  -21.6154
H  21.1478  -13.0591  -21.4928
H  21.9051  -12.5847  -23.1412
O  15.6004  -12.4317  -19.4609
C  14.7986  -11.9918  -18.6782
O  13.5178  -11.7808  -19.0250
C  12.9956  -10.7426  -18.1614
C  14.1427  -10.2940  -17.2806
C  15.0649  -11.5270  -17.2656
H  12.1930  -11.1773  -17.5591
H  12.5359  -9.9638  -18.7650
H  13.8912  -9.9626  -16.2763
H  14.7272  -9.4922  -17.7442
H  14.6112  -12.2431  -16.5766
H  16.1061  -11.3236  -17.0551
O  14.4813  -10.5680  -21.9070
C  14.0827  -9.4428  -21.7609
O  12.7606  -9.1468  -21.7056
C  12.5922  -7.7434  -21.4482
C  13.8458  -7.4346  -20.6215
C  14.9109  -8.2143  -21.3679
H  11.6712  -7.5317  -20.9093
H  12.5334  -7.2000  -22.3942
H  13.7282  -7.8634  -19.6298
H  14.0474  -6.3642  -20.5995
H  15.6899  -8.5054  -20.6685
H  15.2713  -7.6924  -22.2535
O  14.0348  -13.4074  -21.8483
C  12.8180  -13.4427  -21.7767
O  12.2138  -14.2423  -20.9367
C  10.8354  -13.8102  -20.7387
C  10.4565  -13.1138  -22.0108
C  11.8151  -12.6416  -22.5918
H  11.0306  -13.2010  -19.8498
H  10.1877  -14.6583  -20.5312
H  9.6836  -12.3498  -21.9506
H  10.0314  -13.7859  -22.7613
H  11.9332  -11.5887  -22.3341
H  11.8613  -12.9049  -23.6454
O  16.6005  -15.2504  -22.1939
C  16.5078  -16.4242  -21.9118
O  15.8667  -17.2650  -22.6929
C  15.7817  -18.5712  -22.1668
C  16.1426  -18.3931  -20.6502
C  16.9030  -17.0992  -20.6009
H  16.4764  -19.3033  -22.5832
H  14.7802  -18.9763  -22.2790
H  16.7090  -19.2251  -20.2348
H  15.1601  -18.4385  -20.1807
H  17.9781  -17.0480  -20.4413
H  16.5048  -16.4076  -19.8519

Forces on atoms 1 to 3 (eV/Å):
-0.39 -0.47 0.24
-0.91 0.49 0.12
2.92 1.55 -1.11

=====

DFT (wB97M-V/def2-TZVPD) results for a gas-phase ion, C4H6N (charge +1) at a distorted geometry.

For the LUMO energy, the calculation gives -6.10 eV. As for the orbital gap: 9.30 eV. As for the net charge: +1. Its energy relative to the best compared isomer or geometry (same formula, charge and spin) is 111.0 kcal per mole. For the HOMO energy, the calculation gives -15.4 eV. As for the spin multiplicity: 1.

Atoms and positions in Å:
C  0.6727  1.1361  0.5363
C  -1.4567  -0.4575  0.1399
C  -0.2439  0.0348  -0.0543
C  1.9809  0.5186  -0.0345
N  1.0918  -0.5225  -0.7364
H  0.4303  2.1989  0.1909
H  0.9493  1.2550  1.5047
H  -1.7457  -1.3974  -0.2799
H  -2.0442  0.0345  0.7981
H  1.2290  -1.5445  -0.6182
H  1.3701  -0.2266  -1.8165

Forces on atoms 1 to 3 (eV/Å):
0.20 0.33 -4.85
3.51 -1.25 -2.11
1.93 0.45 0.66

=====

| no. | calculated total energy (a.u.) |
| --- | --- |
| 1 | -2371.912472 |
| 2 | -1898.061035 |
| 3 | -210.279193 |